The molecule C24H25ClN4O. Source: the OMol25 dataset; level of theory: ωB97M-V with the def2-TZVPD basis set.

Values from the calculation:
Spin multiplicity: 1
Total charge: 0
Max |F|, eV/A: 0.70
E_HOMO, eV: -8.0672
M, g/mol: 420.94
LUMO energy, eV: 0.6

Positions of all 55 atoms, in Å:
C1 -2.28846 -3.94790 3.78966
C2 -2.30355 -2.64821 3.04835
N1 -1.14936 -2.01720 2.92265
C3 -1.15545 -0.84495 2.27161
N2 -2.23344 -0.27421 1.72748
C4 -3.39305 -0.91410 1.84373
C5 -3.48199 -2.13027 2.51740
H1 -4.41966 -2.64404 2.64673
C6 -4.56350 -0.25752 1.24340
C7 -5.65378 -0.98905 0.77990
C8 -6.74417 -0.34299 0.22726
C9 -6.76261 1.03861 0.13252
C10 -5.67839 1.77382 0.58368
C11 -4.58510 1.13095 1.13107
H2 -3.73368 1.69002 1.48747
H3 -5.68783 2.85157 0.50803
H4 -7.61834 1.54008 -0.29545
H5 -7.58356 -0.92003 -0.13326
H6 -5.64247 -2.06783 0.83113
N3 0.01230 -0.17580 2.19045
C12 1.25623 -0.76068 2.62779
H7 1.76462 -0.04703 3.28713
C13 2.14947 -1.07410 1.42659
H8 1.67375 -1.84145 0.81199
H9 3.11372 -1.45249 1.76635
C14 2.35773 0.19549 0.58877
C15 3.36340 -0.11503 -0.51642
O1 4.53739 -0.29573 -0.26160
N4 2.86599 -0.23607 -1.76559
H10 1.91873 0.03897 -1.96678
C16 3.73335 -0.43966 -2.90779
C17 4.09524 0.87181 -3.55717
C18 5.37574 1.39552 -3.43914
C19 5.70441 2.61340 -4.00803
C20 4.74900 3.33226 -4.70547
C21 3.46280 2.83609 -4.82769
C22 3.14734 1.61815 -4.25079
Cl1 1.52248 1.02361 -4.40688
H11 2.70696 3.38941 -5.36338
H12 4.99849 4.28211 -5.15298
H13 6.70581 3.00215 -3.90491
H14 6.11465 0.83765 -2.88465
H15 4.63540 -0.93139 -2.53854
H16 3.22260 -1.09061 -3.62316
C23 0.99624 0.73274 0.15054
H17 0.46555 -0.01065 -0.44900
H18 1.10558 1.65083 -0.43058
C24 0.14737 1.01810 1.39499
H19 0.63074 1.79300 2.00215
H20 -0.85249 1.34820 1.11363
H21 2.84496 0.94200 1.22776
H22 1.02216 -1.66625 3.18656
H23 -2.66582 -4.74736 3.15429
H24 -1.27446 -4.18109 4.10062
H25 -2.92906 -3.88285 4.66763

Cartesian forces (eV/Å) of the 3 atoms listed first:
C 0.0 0.0 0.0
C -0.2 0.1 -0.2
N 0.2 -0.1 0.1

Löwdin atomic charge list, values in e, 5 entries:
1 C -0.03
2 C -0.32
3 N 0.17
4 C -0.33
5 N 0.17

---

A structure of composition C24H25F16O8PS2Si2. Source: the OMol25 dataset; level of theory: ωB97M-V with the def2-TZVPD basis set.

Values from the calculation:
Spin multiplicity: 1
Total charge: 0
Max |F|, eV/A: 6.93
E_HOMO, eV: -9.1046
M, g/mol: 896.70
LUMO energy, eV: -2.0

Positions of all 78 atoms, in Å:
C1 -0.91257 -1.89104 7.66192
C2 -0.85666 -1.83986 6.33609
Si1 -0.69735 -1.61877 4.41278
S1 -0.35189 0.47839 4.09680
O1 0.57750 -2.67823 3.92623
Si2 1.22845 -2.32808 2.35854
C3 2.36684 -0.75159 2.31854
C4 3.34590 -0.54489 3.35969
C5 -0.04544 -2.33959 0.92113
C6 -0.41300 -0.83520 0.40377
C7 -1.87656 -0.70291 -0.26771
C8 -2.81408 0.41825 0.42296
C9 -3.34869 1.55952 -0.59651
F1 -4.58372 2.18912 -0.13911
F2 -3.77729 0.80749 -1.78615
C10 -2.24309 2.58913 -1.12544
F3 -2.85565 3.51657 -2.06486
F4 -1.25941 1.86553 -1.92197
S2 -1.30273 3.57959 0.13445
F5 -2.41517 3.36327 1.36048
F6 -2.11533 4.98266 -0.39000
F7 -0.12163 3.93192 -1.05748
F8 -0.32302 2.30596 0.61456
F9 -0.43148 4.57229 1.17424
C11 2.45778 -3.80465 1.96392
F10 1.74498 -4.80455 1.15462
F11 2.84704 -4.37026 3.25828
C12 3.81747 -3.30928 1.24545
C13 5.13894 -3.14388 2.13152
C14 6.48175 -2.68172 1.46204
C15 6.61003 -2.37242 -0.09401
C16 5.27149 -2.57702 -0.94022
C17 5.38472 -2.31574 -2.54210
F12 4.12164 -2.58290 -3.17933
F13 5.85270 -0.99653 -2.85211
F14 6.40919 -3.24137 -3.01151
C18 3.90023 -3.01898 -0.31329
P1 -2.69004 -2.08415 3.59352
O2 -3.44259 -0.71732 3.37355
H1 -0.89152 -1.50114 8.75390
H2 0.33571 1.05536 5.15925
H3 2.24439 0.04362 1.48933
H4 3.09316 -0.66210 4.48138
H5 4.45014 -0.26819 3.11916
H6 -0.96070 -2.99879 1.13617
H7 0.50060 -2.84606 0.02048
H8 0.36208 -0.53733 -0.41616
H9 -0.21823 -0.12995 1.28961
H10 -2.42663 -1.72149 -0.12373
H11 -1.72370 -0.58294 -1.39909
H12 -2.26998 0.84006 1.34160
H13 -3.77102 -0.10659 0.83254
H14 5.13504 -3.34062 3.26410
H15 7.43639 -2.57491 2.09369
H16 7.60488 -2.02999 -0.57279
H17 2.96944 -3.12576 -0.97680
H18 -2.69664 -2.93293 2.43838
H19 -3.47885 -2.78196 4.60186
C19 1.58744 5.77727 -3.41325
C20 2.85571 5.04480 -3.11846
O3 3.85251 5.89995 -3.63690
C21 3.33608 7.15784 -3.53723
O4 3.98649 8.16211 -3.62521
O5 1.98945 7.13454 -3.31741
F15 2.90544 3.87020 -3.79037
H20 1.21058 5.58080 -4.42141
H21 0.79881 5.54995 -2.69378
H22 3.03743 4.87099 -2.05346
C22 -6.39252 -0.53716 -3.35729
C23 -7.02375 -0.76109 -4.69285
O6 -7.46851 -2.09932 -4.62148
C24 -7.72994 -2.32261 -3.30223
O7 -8.37449 -3.24683 -2.89007
O8 -7.17478 -1.36172 -2.50800
F16 -6.10739 -0.66534 -5.68508
H23 -5.34975 -0.86603 -3.32226
H24 -6.44128 0.50720 -3.04365
H25 -7.87132 -0.10255 -4.90577

Cartesian forces (eV/Å) of the 3 atoms listed first:
C 0.5 1.8 -6.6
C -0.2 -0.3 6.9
Si 2.9 -1.0 3.2

Löwdin atomic charge list, values in e, 5 entries:
1 C 0.02
2 C -0.21
3 Si 0.06
4 S 0.50
5 O -0.36